(1)
Entry from the OMol25 dataset: a cluster of 2 separate species, C3H10N3O2 in total (the ωB97M-V functional and the def2-TZVPD basis).

Properties
net charge: +1
HOMO energy: -0.4843 Ha
energy relative to the best compared isomer or geometry (same formula, charge and spin): 46.2 kcal/mol

Each line ends with the natural charge from an NBO analysis.
Element x y z (Å)
C 0.944 -0.537 1.868  0.06
C -0.038 0.098 1.231  -0.23
N -1.247 0.493 1.974  -0.67
N 2.072 -1.040 1.306  -0.76
H 0.838 -0.739 2.928  0.20
H -0.133 0.323 0.179  0.25
H -1.985 -0.222 1.947  0.44
H -1.054 0.706 2.956  0.44
H -1.645 1.344 1.556  0.46
H 2.331 -0.656 0.409  0.39
H 2.859 -1.141 1.928  0.41
N 0.430 0.018 -2.752  -0.86
C -0.735 0.624 -2.304  0.88
O -1.860 0.160 -2.875  -0.67
O -0.777 1.528 -1.516  -0.64
H 0.399 -0.985 -2.865  0.40
H 1.256 0.353 -2.286  0.40
H -1.653 -0.328 -3.684  0.50

Force components x, y, z for each atom (eV/Å):
-0.19 -0.04 0.17
-0.16 -0.10 -0.22
-0.39 0.15 0.07
0.22 0.29 -0.03
0.07 0.03 0.11
0.25 0.10 0.04
0.12 0.12 -0.01
0.01 -0.04 -0.07
0.10 -0.11 0.04
0.03 -0.15 -0.02
-0.01 -0.15 -0.05
-0.43 -0.05 0.40
0.15 -0.26 -0.83
0.10 -0.11 0.00
0.08 0.19 0.64
0.04 0.08 -0.21
0.11 0.08 -0.05
-0.08 -0.03 0.04

=====

(2)
Entry from the OMol25 dataset: a structure of composition C40H28FeN9OP (the ωB97M-V functional and the def2-TZVPD basis).

Properties
net charge: 0
HOMO energy (spin up / spin down): -0.2218 / -0.2877 Ha
multiplicity: 5

Each line ends with the Mulliken spin population.
Element x y z (Å)
Fe -0.865 0.549 0.997  2.19
C -0.997 -1.771 4.945  0.47
C -1.539 -1.010 3.770  -0.08
N -0.675 -0.113 3.122  0.50
C 0.625 -0.217 3.501  0.25
C 1.038 -0.925 4.679  0.17
N 0.271 -1.702 5.403  0.07
C 1.552 0.503 2.682  -0.01
C 2.936 0.690 2.880  0.04
C 3.645 1.529 2.044  -0.02
C 2.962 2.247 1.037  0.11
C 1.619 1.998 0.881  -0.01
N 0.967 1.085 1.617  0.09
C 0.671 2.766 0.043  -0.03
C 0.998 3.867 -0.735  0.00
N 0.072 4.637 -1.292  0.00
C -1.195 4.303 -1.082  -0.01
C -1.552 3.167 -0.367  0.03
N -0.623 2.404 0.196  -0.04
C 5.101 1.719 2.230  -0.01
C 5.706 2.957 2.034  0.00
C 7.073 3.076 2.224  0.00
N 7.861 2.067 2.582  0.00
C 7.280 0.886 2.766  0.00
C 5.923 0.661 2.606  0.01
H -1.315 -3.836 4.987  0.01
H -2.559 -0.651 3.892  -0.01
H 2.057 -0.802 5.028  0.01
H 3.434 0.211 3.710  0.00
H 3.480 2.961 0.416  0.01
H 2.031 4.145 -0.898  0.00
H -1.957 4.937 -1.516  0.00
H -2.580 2.851 -0.253  0.00
H 5.124 3.828 1.768  0.00
H 7.558 4.035 2.084  0.00
H 7.935 0.071 3.053  0.00
H 5.521 -0.332 2.749  0.00
C -3.746 0.600 -6.508  0.00
C -3.479 1.779 -5.831  0.00
C -2.841 1.738 -4.600  0.00
C -2.473 0.525 -4.023  0.00
C -2.747 -0.653 -4.716  0.00
C -3.376 -0.616 -5.950  0.00
P -1.656 0.605 -2.385  0.01
C -0.590 -0.884 -2.459  0.01
C 0.743 -0.697 -2.820  -0.02
C 1.589 -1.779 -3.005  0.00
C 1.101 -3.069 -2.849  0.00
C -0.223 -3.267 -2.481  0.00
C -1.057 -2.181 -2.262  -0.01
C -2.963 0.117 -1.197  -0.14
C -4.247 -0.197 -1.641  -0.01
C -5.257 -0.492 -0.739  0.01
C -4.976 -0.470 0.617  -0.01
C -3.693 -0.155 1.047  -0.08
C -2.645 0.163 0.177  0.03
H -4.236 0.627 -7.472  0.00
H -3.759 2.730 -6.262  0.00
H -2.621 2.662 -4.076  0.00
H -2.463 -1.607 -4.293  0.00
H -3.579 -1.539 -6.477  0.00
H 1.115 0.312 -2.963  0.00
H 2.621 -1.618 -3.287  0.00
H 1.750 -3.919 -3.017  0.00
H -0.611 -4.271 -2.371  0.00
H -2.082 -2.336 -1.947  0.00
H -4.465 -0.226 -2.703  0.00
H -6.248 -0.741 -1.096  0.00
H -5.751 -0.692 1.340  0.00
H -3.515 -0.132 2.115  0.01
N 0.896 -3.290 0.699  0.01
C -0.062 -2.564 1.316  0.01
O -0.383 -1.463 0.853  0.01
C -0.652 -3.166 2.509  0.09
C -1.450 -2.496 3.416  0.18
N -1.768 -2.959 4.730  0.08
C -0.300 -4.505 2.822  0.02
N -0.012 -5.593 3.072  0.04
H 1.322 -2.892 -0.121  0.00
H 1.207 -4.178 1.052  0.00

Force components x, y, z for each atom (eV/Å):
0.08 0.14 0.26
-0.17 0.35 0.57
0.05 -0.08 -0.21
-0.09 0.02 -0.01
0.00 0.00 0.03
-0.05 -0.11 0.10
0.16 0.01 -0.27
0.08 0.05 -0.08
0.00 0.14 -0.07
-0.11 -0.05 0.03
-0.08 -0.09 0.10
-0.21 -0.10 0.10
0.09 0.05 -0.20
-0.16 -0.04 0.12
-0.10 -0.06 0.03
-0.06 0.01 -0.01
0.01 -0.09 0.02
0.09 0.10 -0.06
0.22 -0.04 -0.11
0.06 -0.03 0.03
-0.01 -0.04 0.04
0.00 0.04 -0.01
0.06 0.02 0.01
0.00 -0.06 0.01
-0.01 0.06 -0.03
0.01 0.03 0.03
-0.01 -0.03 -0.05
0.04 -0.01 0.00
0.05 -0.01 0.02
0.02 0.01 -0.01
0.04 0.00 0.00
-0.01 0.02 0.00
0.00 -0.01 -0.01
-0.03 0.03 -0.02
0.01 0.02 0.00
0.01 -0.02 0.00
-0.03 -0.04 0.00
-0.01 0.00 -0.02
-0.02 0.00 -0.02
-0.02 0.01 0.03
-0.02 -0.03 0.03
0.03 0.01 -0.01
-0.01 0.01 -0.02
0.23 -0.02 0.08
0.03 0.00 -0.07
-0.08 0.09 0.05
0.03 -0.09 0.01
0.05 0.01 -0.03
-0.08 -0.02 0.05
0.01 -0.03 -0.02
-0.01 0.13 -0.16
-0.06 -0.10 -0.05
0.00 -0.02 0.05
-0.02 0.01 -0.07
-0.04 0.06 0.05
-0.01 -0.06 0.14
-0.01 0.00 -0.02
-0.01 0.02 -0.01
0.02 0.02 0.01
0.01 -0.01 0.00
-0.01 -0.02 -0.01
0.00 0.01 0.00
0.03 0.00 -0.01
0.00 -0.02 -0.01
0.02 -0.03 0.07
-0.02 -0.01 0.01
0.01 0.04 0.04
-0.03 0.00 0.00
-0.03 -0.01 0.03
0.01 -0.02 0.06
0.01 0.13 0.05
0.01 0.03 -0.12
0.10 -0.03 -0.12
-0.13 0.12 0.00
0.11 -0.11 -0.06
0.00 -0.08 -0.19
-0.07 0.01 -0.01
0.07 -0.13 0.04
-0.04 -0.06 -0.08
-0.02 -0.01 -0.03

=====

(3)
Entry from the OMol25 dataset: the molecule C4H8O3 (the ωB97M-V functional and the def2-TZVPD basis).

Properties
structure (SMILES): COC(=O)CCO
net charge: 0
HOMO energy: -0.3849 Ha
energy relative to the best compared isomer or geometry (same formula, charge and spin): 39.1 kcal/mol

Each line ends with the natural charge from an NBO analysis.
Element x y z (Å)
C 2.586 0.283 -0.043  -0.26
O 1.527 0.147 0.886  -0.56
C 0.552 -0.678 0.424  0.82
O 0.716 -1.863 0.279  -0.55
C -0.554 0.261 -0.021  -0.53
C -1.946 -0.286 0.034  -0.06
O -2.805 0.701 -0.500  -0.72
H 2.346 -0.210 -0.995  0.18
H 2.721 1.353 -0.219  0.19
H 3.473 -0.170 0.389  0.19
H -0.490 1.203 0.537  0.24
H -0.266 0.524 -1.053  0.24
H -1.973 -1.226 -0.529  0.17
H -2.176 -0.497 1.088  0.16
H -3.710 0.458 -0.275  0.47

Force components x, y, z for each atom (eV/Å):
0.54 0.05 -0.17
0.29 -0.08 0.41
0.00 0.17 -0.36
-0.69 0.91 0.10
-0.08 -0.12 -0.01
0.20 -0.43 0.14
-0.34 -0.05 0.02
0.12 0.06 0.22
0.20 -0.15 0.01
0.27 0.07 -0.21
0.03 -0.39 0.01
-0.18 -0.11 0.10
-0.25 0.05 0.04
-0.15 -0.05 -0.18
0.04 0.09 -0.12